A.
Density functional theory data (wB97M-V/def2-TZVPD) for a cluster of 2 separate species, C3H7OP in total.

Structure (ORCA input):
```
! RIJCOSX wB97M-V def2-TZVPD def2/J DEFGRID3
* xyz 0 1
C -3.0487 -0.3350 -0.1461
C -2.3706 0.6436 -0.2411
C 1.5971 -1.0353 0.0021
O 0.7365 1.3847 0.7333
P 1.2234 0.6603 -0.6667
H -3.6348 -1.1982 -0.0371
H -0.2109 1.3337 0.8763
H -1.8172 1.5213 -0.4187
H 2.0184 -0.9477 1.0040
H 0.6768 -1.6182 0.0489
H 2.2976 -1.5447 -0.6538
H 2.5324 1.1355 -0.5009
*
```

LUMO energy: 1.02 eV



B.
Density functional theory data (wB97M-V/def2-TZVPD) for the molecule C3H7OP.

Structure (ORCA input):
```
! RIJCOSX wB97M-V def2-TZVPD def2/J DEFGRID3
* xyz 0 1
C -0.6692 -1.2661 -0.6119
C -0.1984 0.0034 -1.4864
C 0.2979 0.7760 1.6106
O -2.3710 1.0689 0.1593
P -1.0000 0.4694 0.0673
H -1.5717 -1.7544 -0.9241
H 0.0072 -1.9127 0.0440
H 0.8314 0.0994 -1.4260
H -0.6128 0.0088 -2.5003
H -0.1848 0.0791 2.2651
H 1.2872 0.4396 1.3564
H 0.1568 1.7476 1.9105
*
```

LUMO energy: 0.77 eV



The most stable arrangement is B, and the next structure is 1.013 eV less stable.



A.
Density functional theory data (wB97M-V/def2-TZVPD) for a structure of composition C3H8N3S.

Structure (ORCA input):
```
! RIJCOSX wB97M-V def2-TZVPD def2/J DEFGRID3
* xyz 1 1
C 1.1881 -0.0466 0.1333
C 0.8062 -1.4536 -0.3871
C -2.2369 1.0533 -0.3157
N 0.2496 0.5600 0.7905
N 2.4163 0.3894 -0.0329
N -0.9610 0.0164 0.7555
S -0.9712 -1.6339 0.1661
H 0.9462 -1.3701 -1.5293
H 1.2864 -2.3578 0.1150
H -2.4361 1.8044 0.3448
H -1.4460 1.3867 -1.0983
H -2.9029 0.2901 -0.4371
H 3.1114 -0.1855 -0.4251
H 2.4841 1.3188 0.2720
H -1.5341 0.2283 1.6483
*
```

LUMO energy (alpha / beta): -4.14 / -4.14 eV



B.
Density functional theory data (wB97M-V/def2-TZVPD) for the ion C3H8N3S with charge +1.

Structure (ORCA input):
```
! RIJCOSX wB97M-V def2-TZVPD def2/J DEFGRID3
* xyz 1 1
C 1.2624 0.6969 0.5574
C 1.4327 0.0821 -0.8023
C -0.9209 -1.1061 -0.4380
N -0.0765 2.4079 1.2998
N -0.0503 1.2843 0.7323
N -2.0235 -1.8099 -0.5217
S 0.4479 -1.3298 -1.4597
H 1.0377 -0.1542 1.3800
H 2.1687 1.3732 0.8125
H 1.1394 0.7884 -1.5413
H 2.3786 -0.3611 -0.8177
H -0.8955 -0.1701 0.1548
H -1.0940 2.5407 1.4998
H -2.6577 -1.6270 0.2379
H -2.1491 -2.6151 -1.0940
*
```

LUMO energy: -4.59 eV



C.
Density functional theory data (wB97M-V/def2-TZVPD) for a cluster of 2 separate species, C3H8N3S in total.

Structure (ORCA input):
```
! RIJCOSX wB97M-V def2-TZVPD def2/J DEFGRID3
* xyz 1 1
C 1.3271 1.7449 0.2905
C 0.0124 1.4145 0.1287
C 2.4704 -0.3557 -0.0080
N 2.2688 0.7830 0.2382
N 3.0509 -1.5045 -0.1005
N -3.4908 -0.6754 -0.1438
S -0.4996 -0.2264 0.2177
H 1.6546 2.7783 0.2608
H -2.0654 -0.3400 -0.1009
H -0.6124 2.2898 0.0755
H 3.6572 -1.8588 0.6469
H 3.5471 -1.7754 -0.9229
H -4.1332 0.0269 0.1860
H -3.3860 -1.5648 0.3357
H -3.8010 -0.7364 -1.1040
*
```

LUMO energy (alpha / beta): -3.79 / -3.79 eV



D.
Density functional theory data (wB97M-V/def2-TZVPD) for the ion C3H8N3S with charge +1.

Structure (ORCA input):
```
! RIJCOSX wB97M-V def2-TZVPD def2/J DEFGRID3
* xyz 1 1
C -0.0719 -1.2090 0.0611
C -2.5162 -0.6530 0.1077
C 1.3488 1.4746 0.1055
N -0.9609 -0.2796 0.0271
N 1.2185 -1.0786 -0.0511
N 1.9135 0.0671 0.1863
S -3.5368 0.6414 -0.2014
H -0.4385 -2.1998 0.0739
H -2.5759 -1.6615 0.3356
H 1.3958 1.7893 -0.9322
H 0.2566 1.4223 0.2148
H 1.6942 2.2445 0.7552
H 1.7554 -1.9252 -0.2750
H 2.9321 -0.0731 -0.0948
H -2.4147 1.4406 -0.3125
*
```

LUMO energy (alpha / beta): -5.57 / -5.57 eV



The most stable arrangement is C, and the next structure is 0.687 eV less stable.



A.
Density functional theory data (wB97M-V/def2-TZVPD) for a cluster of 10 separate species, C20H60O10 in total.

Structure (ORCA input):
```
! RIJCOSX wB97M-V def2-TZVPD def2/J DEFGRID3
* xyz 0 1
C 13.3200 -11.5423 -13.0789
C 12.9996 -10.2822 -12.2924
O 14.0200 -9.9643 -11.3499
H 14.2684 -11.4407 -13.6054
H 12.5352 -11.7716 -13.8028
H 13.3953 -12.3917 -12.3930
H 12.0312 -10.3878 -11.7946
H 12.9635 -9.4255 -12.9633
H 14.0953 -10.6899 -10.7224
C 9.1827 -13.2137 -13.5181
C 8.5549 -14.5378 -13.1897
O 9.5008 -15.5914 -13.1520
H 9.5326 -13.2048 -14.5524
H 9.9965 -12.9445 -12.8428
H 8.4594 -12.3918 -13.4112
H 7.7751 -14.7678 -13.9293
H 8.0559 -14.5144 -12.2186
H 9.6925 -15.8346 -14.0700
C 12.3979 -11.1009 -19.6886
C 11.6773 -12.1895 -18.9073
O 11.8645 -13.4753 -19.4650
H 13.4160 -11.4140 -19.9248
H 12.4623 -10.1819 -19.1009
H 11.8916 -10.8725 -20.6282
H 10.5982 -12.0420 -18.8766
H 12.0580 -12.1586 -17.8726
H 12.8217 -13.6487 -19.4954
C 12.4771 -14.8004 -15.4517
C 11.4300 -15.1789 -16.4767
O 10.3171 -15.7525 -15.7984
H 11.9925 -14.2471 -14.6460
H 13.2888 -14.2286 -15.8965
H 12.9110 -15.7017 -15.0111
H 11.7984 -15.8688 -17.2399
H 11.1115 -14.2764 -17.0164
H 9.7946 -16.2711 -16.4303
C 9.5962 -18.0639 -19.2626
C 9.0253 -16.7881 -18.7106
O 8.4470 -17.0195 -17.4134
H 9.9235 -17.8895 -20.2936
H 8.8475 -18.8534 -19.3015
H 10.4748 -18.3861 -18.7067
H 8.2830 -16.3431 -19.3809
H 9.8159 -16.0242 -18.6370
H 7.7481 -16.3550 -17.2909
C 7.4810 -12.9003 -17.8633
C 7.5313 -13.9039 -16.7235
O 6.6441 -15.0188 -16.9323
H 7.7982 -13.3706 -18.7938
H 8.1856 -12.0898 -17.6515
H 6.4969 -12.4477 -17.9812
H 7.2851 -13.4247 -15.7725
H 8.5314 -14.3268 -16.6395
H 5.7382 -14.7218 -16.8115
C 10.2281 -20.2355 -14.1035
C 9.2593 -19.2833 -14.7695
O 9.3713 -19.4076 -16.1817
H 9.9498 -21.2730 -14.2875
H 10.1684 -20.0665 -13.0252
H 11.2434 -20.0530 -14.4492
H 9.4955 -18.2509 -14.4833
H 8.2389 -19.4933 -14.4233
H 8.8403 -18.7030 -16.5759
C 13.5479 -16.6223 -19.3888
C 14.6316 -15.7600 -18.7781
O 14.5205 -14.4328 -19.2857
H 13.7020 -16.8586 -20.4421
H 12.5650 -16.1591 -19.2850
H 13.5238 -17.5859 -18.8710
H 15.6079 -16.1693 -19.0592
H 14.5172 -15.7584 -17.6891
H 15.1775 -13.8732 -18.8356
C 15.9244 -13.0714 -15.7569
C 17.0037 -12.8766 -16.7911
O 16.4284 -12.7930 -18.1020
H 16.3492 -12.8659 -14.7747
H 15.5342 -14.0871 -15.7654
H 15.0824 -12.3903 -15.8979
H 17.7111 -13.7126 -16.7460
H 17.5849 -11.9790 -16.5548
H 17.1025 -12.4746 -18.7086
C 15.5543 -16.4867 -11.5517
C 15.3983 -15.5610 -12.7438
O 16.5898 -15.5216 -13.5526
H 16.4714 -16.2941 -10.9938
H 15.5491 -17.5321 -11.8603
H 14.7244 -16.3649 -10.8482
H 15.1406 -14.5497 -12.4175
H 14.5974 -15.9226 -13.3853
H 17.1220 -14.7874 -13.2361
*
```

LUMO energy: 0.41 eV



B.
Density functional theory data (wB97M-V/def2-TZVPD) for a cluster of 10 separate species, C20H60O10 in total.

Structure (ORCA input):
```
! RIJCOSX wB97M-V def2-TZVPD def2/J DEFGRID3
* xyz 0 1
C 1.6650 3.4296 2.8311
C 1.2942 4.4032 3.9178
O -0.0900 4.7398 3.8058
H 2.5131 2.8190 3.1459
H 1.9417 4.0231 1.9591
H 0.8888 2.7084 2.5829
H 1.9289 5.2937 3.8763
H 1.4261 3.9685 4.9182
H -0.3870 5.2400 4.5680
C 0.1588 1.0925 5.3368
C 0.0604 -0.3702 5.6645
O 1.1388 -1.1760 5.1953
H 1.2004 1.3930 5.1845
H -0.3339 1.7819 6.0161
H -0.2691 1.2259 4.3348
H -0.8975 -0.7975 5.3614
H 0.0001 -0.5146 6.7575
H 1.9051 -0.8695 5.6924
C -1.4928 -2.9472 2.7976
C -0.1287 -3.4967 2.4734
O -0.0622 -4.8683 2.8774
H -2.2962 -3.4126 2.2192
H -1.6265 -1.8784 2.6242
H -1.7129 -3.1313 3.8506
H 0.6476 -2.9314 2.9980
H 0.1548 -3.4287 1.4165
H 0.8499 -5.0737 3.0904
C 5.1165 0.6615 0.3104
C 6.2569 1.4696 -0.2871
O 6.6035 1.0012 -1.6003
H 5.4220 -0.3756 0.4871
H 4.2437 0.6389 -0.3339
H 4.9289 1.0091 1.3274
H 7.1497 1.5507 0.3393
H 5.8577 2.4917 -0.3738
H 7.2584 1.6444 -1.8950
C 0.8765 -0.0313 -0.8091
C -0.2925 -0.2800 0.1652
O 0.0028 -0.0910 1.5286
H 1.3803 -0.9849 -0.9736
H 1.5940 0.7148 -0.4561
H 0.5884 0.3821 -1.7753
H -0.6796 -1.2829 -0.0174
H -1.0927 0.4066 -0.1497
H 0.1124 0.8571 1.6546
C 1.9120 -3.4857 -4.5267
C 2.5691 -2.2595 -3.8866
O 3.8037 -2.0664 -4.5414
H 1.4050 -3.2202 -5.4579
H 1.2248 -4.0571 -3.9084
H 2.7411 -4.1246 -4.8361
H 2.7489 -2.5295 -2.8357
H 1.8839 -1.4103 -3.7992
H 4.2336 -1.2926 -4.1610
C 0.6824 1.5328 -6.7671
C -0.0577 0.6585 -5.7404
O 0.1550 1.1911 -4.4494
H 0.1159 2.4566 -6.8694
H 0.7330 0.9630 -7.6929
H 1.6748 1.7576 -6.3836
H 0.2882 -0.3778 -5.8559
H -1.1284 0.6419 -5.9805
H -0.2921 0.5888 -3.8292
C -2.4521 3.0414 3.2154
C -2.8544 1.6880 2.6332
O -4.2744 1.6650 2.4837
H -1.4289 3.1024 3.5950
H -3.1815 3.3984 3.9420
H -2.4629 3.8231 2.4445
H -2.5994 0.8359 3.2604
H -2.3894 1.5576 1.6491
H -4.5332 2.2634 1.7774
C -3.1619 -1.9997 -4.0870
C -1.9033 -1.8506 -3.2444
O -1.6701 -0.4523 -3.0191
H -3.4363 -3.0405 -4.2863
H -3.0604 -1.5408 -5.0721
H -4.0100 -1.5098 -3.6099
H -1.0393 -2.2563 -3.7718
H -1.9647 -2.3288 -2.2610
H -2.4229 -0.1064 -2.5074
C -4.6042 -1.8178 -0.3624
C -4.1023 -0.3764 -0.2386
O -3.9890 0.3329 -1.4630
H -4.4384 -2.3790 0.5585
H -4.1064 -2.3875 -1.1470
H -5.6842 -1.8046 -0.5378
H -3.1044 -0.4640 0.1996
H -4.7343 0.1250 0.4977
H -4.8888 0.5102 -1.7645
*
```

LUMO energy: 0.47 eV



The most stable arrangement is A, and the next structure is 1.924 eV less stable.



A.
Density functional theory data (wB97M-V/def2-TZVPD) for a cluster of 2 separate species, C9H18N3 in total.

Structure (ORCA input):
```
! RIJCOSX wB97M-V def2-TZVPD def2/J DEFGRID3
* xyz 1 1
C 3.3873 -0.3366 0.1361
C 3.3286 0.8642 -0.6333
C 2.1785 -0.5183 0.7584
C 2.0362 1.3233 -0.5805
C 0.6230 -2.4673 -0.3692
C -1.5219 -1.6137 -0.8010
C -2.2106 1.1861 1.0344
C -0.9629 2.2026 -0.7851
C 0.1358 0.7121 0.8176
N 1.3206 0.4514 0.2747
N -0.4706 -1.7427 0.1680
N -1.0033 1.1031 0.1804
H 4.3567 -0.9368 0.1058
H 4.0136 1.4081 -1.2544
H 1.8806 -1.1879 1.5389
H 1.5481 2.1201 -1.1549
H 1.0327 -2.0556 -1.2519
H 1.5012 -2.4939 0.3323
H 0.4543 -3.5576 -0.5099
H -2.1233 -0.8982 -0.3161
H -1.1732 -1.1837 -1.8332
H -2.2327 -2.4740 -1.0056
H -1.9825 1.8637 1.8103
H -3.1930 1.3055 0.4321
H -2.5165 0.2405 1.4985
H -0.6604 1.8056 -1.7125
H -1.9719 2.5674 -0.8656
H -0.3392 2.9978 -0.4512
H 0.0313 0.1990 1.7880
H -0.4230 -2.2757 0.9497
*
```

LUMO energy: -4.44 eV



B.
Density functional theory data (wB97M-V/def2-TZVPD) for the ion C9H18N3 with charge +1.

Structure (ORCA input):
```
! RIJCOSX wB97M-V def2-TZVPD def2/J DEFGRID3
* xyz 1 1
C 0.2785 1.0493 1.8552
C 0.0826 0.1060 0.9100
C 1.3522 1.8074 0.0426
C 1.8800 2.8716 -0.8251
C -1.1531 -1.5780 2.2138
C 0.5810 -2.2195 0.4706
C -1.7358 -1.2768 -0.1421
C -0.4477 0.9393 -2.4119
C -0.5314 -1.2333 0.8608
N 0.6411 0.7142 -0.3521
N 1.0782 2.0531 1.3238
N 0.4560 0.1177 -1.5355
H -0.0824 1.0542 2.8914
H 2.7293 2.5652 -1.3115
H 1.2190 3.2370 -1.5385
H 2.2132 3.7491 -0.3598
H -1.1581 -2.6243 2.1978
H -0.4370 -1.1657 2.8639
H -2.1025 -1.2915 2.4278
H 0.1035 -2.9385 -0.0307
H 1.4508 -1.8784 -0.0858
H 1.0509 -2.6672 1.3410
H -2.6208 -1.8973 0.1815
H -2.3134 -0.3043 -0.2887
H -1.4147 -1.4687 -1.1056
H -1.1964 1.3202 -1.7736
H 0.1578 1.7648 -3.0301
H -0.8741 0.1487 -2.9102
H 1.6036 2.6474 1.9638
H 1.1854 -0.1932 -2.1373
*
```

LUMO energy: -3.13 eV



The most stable arrangement is B, and the next structure is 1.554 eV less stable.